The following is a quantum chemistry calculation of a structure of composition C17H31OTb in a non-equilibrium geometry, from the Open Molecules 2025 dataset.

```
! wB97M-V def2-TZVPD RIJCOSX def2/J DEFGRID3
* xyz 2 7
C 2.52 3.10 0.00
H 2.43 4.09 0.43
H 3.20 3.16 -0.86
H 3.03 2.51 0.75
C 1.12 2.57 -0.40
H 1.26 1.72 -1.07
H 0.57 2.21 0.49
C 0.30 3.63 -1.14
H -0.78 3.41 -1.13
H 0.44 4.59 -0.63
H 0.60 3.76 -2.19
C -0.96 -2.19 -1.11
C -1.35 -1.27 -2.15
C -0.20 -0.48 -2.49
C 0.90 -0.92 -1.68
C 0.43 -1.98 -0.83
C 1.29 -2.73 0.13
C 2.31 -0.46 -1.80
C -0.10 0.49 -3.61
C -2.72 -1.13 -2.73
C -1.87 -3.16 -0.44
Tb -0.74 -0.07 -0.14
H 2.87 -0.67 -0.87
H 2.84 -0.97 -2.62
H 2.37 0.62 -2.00
H 2.22 -2.16 0.34
H 0.76 -2.89 1.08
H 1.60 -3.71 -0.27
H -2.88 -2.74 -0.31
H -1.99 -4.09 -1.03
H -1.47 -3.46 0.54
H -2.75 -0.37 -3.51
H -3.05 -2.08 -3.18
H -3.48 -0.88 -1.96
H 0.49 1.38 -3.34
H 0.41 0.02 -4.47
H -1.08 0.83 -3.94
C -0.82 0.77 4.49
C -0.36 -0.68 4.46
C -0.22 -1.11 3.00
O -0.61 0.05 2.16
C -1.14 1.15 3.04
H -1.73 0.86 5.08
H -0.08 1.44 4.90
H -1.10 -1.31 4.93
H 0.57 -0.85 5.01
H 0.80 -1.36 2.72
H -0.91 -1.93 2.76
H -2.23 1.18 2.88
H -0.66 2.07 2.70
*
```

Computed properties:
M in g/mol: 410.36
E in a.u.: -1565.38968
LUMO energy (spin up / spin down) in eV: -9.1 / -7.2
<S²>: 12.104
Kohn-Sham gap (spin up / spin down) in hartree: 0.244 / 0.312